The following is a DFT calculation (ωB97M-V/def2-TZVPD) of C6H9N in the gas phase.

Calculated values
E_LUMO   1.11 eV
Charge   0
Total energy   -7854.761 eV
Highest occupied orbital energy   -8.93 eV
SMILES string   C1[C@H]2N1CC21CC1
Energy above the lowest of the compared OMol25 structures with the same formula, charge and spin   3.3990 eV

Each line ends with the Löwdin charge.
Element x y z (Å)
C: -0.31 -2.01 -0.38  -0.12
C: -0.74 -0.61 -0.55  -0.22
N: -0.94 -1.33 0.75  -0.01
C: 0.18 -0.50 1.33  -0.09
C: 0.20 0.37 0.05  -0.39
C: 0.99 1.26 -0.86  -0.07
C: -0.06 1.84 0.05  -0.09
H: 0.74 -2.29 -0.28  0.11
H: -0.94 -2.77 -0.83  0.11
H: -1.50 -0.32 -1.28  0.14
H: 1.05 -1.11 1.58  0.11
H: -0.16 0.05 2.21  0.11
H: 0.64 1.13 -1.89  0.11
H: 2.04 1.53 -0.79  0.10
H: 0.28 2.37 0.94  0.11
H: -0.98 2.24 -0.37  0.10

---

The following is a DFT calculation (ωB97M-V/def2-TZVPD) of C2H2Cl3NS in the gas phase in a non-equilibrium geometry.

Calculated values
E_LUMO   -0.72 eV
Charge   0
Total energy   -51998.183 eV
Highest occupied orbital energy   -8.61 eV
SMILES string   NC(SCl)=C(Cl)Cl
Energy above the lowest of the compared OMol25 structures with the same formula, charge and spin   0.2904 eV

Each line ends with the Löwdin charge.
Element x y z (Å)
C: 0.08 0.12 -0.04  -0.80
C: -0.43 -1.13 -0.08  -1.18
N: 1.41 0.35 0.26  0.02
S: -0.79 1.59 -0.61  0.48
Cl: -2.41 2.22 0.52  0.08
Cl: -2.12 -1.37 -0.33  0.61
Cl: 0.48 -2.53 0.29  0.66
H: 2.00 -0.46 0.13  0.06
H: 1.79 1.20 -0.13  0.07

---

The following is a DFT calculation (ωB97M-V/def2-TZVPD) of C2H6I2Si2 in the gas phase in a non-equilibrium geometry.

Calculated values
E_LUMO   -0.43 eV
Charge   0
Total energy   -34126.764 eV
Highest occupied orbital energy   -8.11 eV
SMILES string   C=[SiH]C[SiH](I)I
Energy above the lowest of the compared OMol25 structures with the same formula, charge and spin   2.5376 eV

Each line ends with the Löwdin charge.
Element x y z (Å)
C: 1.34 -1.66 0.48  -0.30
C: -0.50 1.11 0.29  -0.56
Si: 0.04 -0.68 -0.17  0.68
Si: -2.06 2.25 -0.20  -0.37
I: -1.88 4.46 0.78  0.40
I: -4.19 1.16 0.56  0.33
H: 1.14 -2.60 1.02  -0.04
H: 2.28 -1.32 0.95  -0.04
H: -0.67 1.04 1.44  0.04
H: 0.23 1.76 -0.02  -0.05
H: -0.83 -1.31 -1.35  -0.03
H: -1.83 2.44 -1.73  -0.05

---

The following is a DFT calculation (ωB97M-V/def2-TZVPD) of 2 unconnected molecules or ions with the total composition C5H11N2 in a non-equilibrium geometry.

Calculated values
E_LUMO   -4.84 eV
Charge   +1
Total energy   -8331.321 eV
Highest occupied orbital energy   -13.60 eV
Energy above the lowest of the compared OMol25 structures with the same formula, charge and spin   5.7976 eV

Each line ends with the Löwdin charge.
Element x y z (Å)
C: 1.05 -1.20 0.02  -0.20
C: 1.15 -2.31 -0.68  0.14
C: 1.07 -0.32 1.25  0.02
C: 1.16 2.29 -0.35  0.18
C: -2.79 -0.07 0.13  -0.03
N: 0.91 1.11 -0.72  0.06
N: 0.73 0.08 0.00  -0.09
H: 0.93 -2.13 -1.72  0.08
H: 1.32 -3.19 -0.13  0.07
H: 0.29 -0.07 1.96  0.14
H: 1.97 -0.07 1.69  0.10
H: -2.33 0.91 0.23  0.01
H: 1.14 3.25 -0.96  0.15
H: 1.37 2.31 0.74  0.13
H: -2.06 -0.91 0.12  0.02
H: -3.35 -0.39 0.94  0.00
H: -3.20 -0.16 -0.85  0.02
H: 0.63 0.88 -1.66  0.21